Record 1
ORCA calculation (ωB97M-V with the def2-TZVPD basis set) on a structure of composition C18H22FN2O5PTm in a non-equilibrium geometry.

```
50
Properties=species:S:1:pos:R:3:mulliken_charge:R:1
C -1.338 4.149 -1.637 -0.669
C -2.049 3.086 -1.022 -0.583
C -1.603 1.562 -0.964 0.603
C -1.371 0.724 -2.123 0.280
C -1.529 1.374 -3.583 -0.662
C -3.094 1.505 -3.925 -0.231
F -3.311 1.334 -5.346 -0.301
C -0.945 -0.812 -1.885 0.341
O -1.363 -1.772 -2.626 -0.387
C 0.007 -1.053 -0.624 -0.076
C -0.201 -0.133 0.639 0.495
C 0.696 -0.250 1.908 0.213
C 0.569 0.679 3.202 -0.632
C -0.738 0.406 4.109 -0.435
C -1.384 1.879 4.448 -0.586
N -0.472 2.540 5.434 -0.136
C 1.809 -1.365 1.878 -1.141
C 2.021 -2.308 0.619 -0.500
C 3.198 -3.402 0.773 -0.773
N 4.467 -2.719 0.337 -0.578
C 1.123 -2.160 -0.679 1.148
P 1.359 -3.231 -2.233 0.891
O 0.379 -4.440 -2.211 -0.783
O 1.170 -2.300 -3.687 -0.565
O 2.952 -3.886 -2.342 -0.441
C -1.410 0.938 0.526 -0.087
O -2.174 1.245 1.474 -0.534
H -1.808 5.205 -1.594 0.302
H -0.305 4.021 -2.130 0.268
H -3.027 3.354 -0.468 0.378
H -0.981 0.658 -4.314 0.282
H -0.948 2.370 -3.654 0.331
H -3.644 0.662 -3.382 0.275
H -3.461 2.511 -3.528 0.273
H 0.718 1.796 2.921 0.441
H 1.485 0.427 3.869 0.440
H -1.545 -0.172 3.525 0.352
H -0.497 -0.054 5.129 0.425
H -1.345 2.552 3.496 0.404
H -2.473 1.820 4.788 0.426
H 0.411 2.830 4.948 0.361
H -0.881 3.443 5.762 0.365
H 2.475 -1.470 2.811 0.343
H 3.010 -4.366 0.184 0.336
H 3.268 -3.697 1.880 0.368
H 4.147 -1.981 -0.326 0.254
H 5.057 -3.369 -0.212 0.311
H 1.838 -1.576 -3.608 0.382
H 3.473 -3.118 -2.713 0.367
Tm -1.737 -3.436 -3.845 1.446
```

Computed properties:
Total charge ... +3
HOMO (alpha / beta) ... -0.610 / -0.610 hartree
<S²> ... 2.006
Calculated total energy ... -73740.77636 eV
Orbital gap (alpha / beta) ... 0.2283 / 0.1506 Ha
Spin multiplicity ... 3

---

Record 2
ORCA calculation (ωB97M-V with the def2-TZVPD basis set) on the molecule C18H22FN5O in a non-equilibrium geometry.

```
47
Properties=species:S:1:pos:R:3:mulliken_charge:R:1
C 2.565 2.285 -2.854 -1.358
C 2.607 2.275 -1.335 0.285
C 2.940 3.415 -0.525 -0.398
N 3.040 3.060 0.723 -1.213
N 2.620 1.781 0.849 0.951
C 2.691 1.059 2.045 0.325
C 3.605 1.482 3.015 -0.429
C 3.704 0.807 4.231 -0.397
N 3.015 -0.279 4.491 -0.644
C 2.120 -0.689 3.570 -0.546
C 1.836 -0.061 2.320 0.021
N 0.738 -0.494 1.486 0.797
C -0.486 0.377 1.425 -0.979
C -1.219 0.188 0.114 -0.582
C -1.431 -1.281 -0.293 0.798
C -2.014 -1.303 -1.700 -0.058
O -1.254 -1.194 -2.661 -0.685
N -3.351 -1.556 -1.917 0.185
C -4.063 -1.415 -3.155 -0.708
C -5.376 -1.234 -2.298 0.275
F -6.332 -2.205 -2.521 -0.336
C -4.468 -1.377 -1.035 -0.578
C -0.128 -2.104 -0.159 -0.950
C 0.523 -1.927 1.216 -0.994
C 2.387 1.273 -0.435 -0.254
H 3.477 2.712 -3.303 0.360
H 2.437 1.289 -3.179 0.360
H 1.719 2.911 -3.161 0.298
H 3.293 4.346 -0.908 0.460
H 4.269 2.325 2.819 0.447
H 4.395 1.159 4.943 0.406
H 1.521 -1.539 3.869 0.410
H -0.169 1.401 1.531 0.482
H -1.122 0.136 2.325 0.317
H -0.593 0.719 -0.628 0.217
H -2.152 0.728 0.153 0.364
H -2.160 -1.759 0.368 0.138
H -3.769 -0.514 -3.702 0.250
H -4.062 -2.297 -3.766 0.285
H -5.863 -0.236 -2.288 0.318
H -4.727 -2.253 -0.463 0.275
H -4.470 -0.467 -0.466 0.246
H 0.581 -1.786 -0.969 0.179
H -0.353 -3.152 -0.341 0.486
H 1.479 -2.499 1.246 0.374
H -0.141 -2.326 1.984 0.485
H 2.141 0.217 -0.664 0.317
```

Computed properties:
HOMO ... -0.303 hartree
Relative energy (zero: lowest compared OMol25 entry of this formula, charge and spin) ... 0.872 eV
Calculated total energy ... -31236.92993 eV
SMILES string ... Cc1cnn(-c2ccncc2N2CCC(C(=O)N3CC(F)C3)CC2)c1
Orbital gap ... 0.3248 Ha

---

Record 3
ORCA calculation (ωB97M-V with the def2-TZVPD basis set) on the molecule C18H22N2O2.

```
44
Properties=species:S:1:pos:R:3:mulliken_charge:R:1
C 3.706 -0.190 2.504 -1.117
C 4.249 0.815 1.495 -0.943
C 3.333 0.953 0.270 0.880
C 3.833 2.056 -0.670 -0.891
C 2.858 2.305 -1.814 -1.180
C 3.341 -0.371 -0.482 0.027
O 4.355 -0.783 -1.010 -0.664
C 2.094 -1.137 -0.541 0.740
C 1.978 -2.350 -1.211 -1.342
N 0.724 -2.792 -1.075 0.091
C -0.007 -1.909 -0.328 -0.169
C -1.418 -2.230 -0.077 0.359
O -1.926 -3.238 -0.545 -0.734
N -2.087 -1.356 0.709 -0.064
C -3.504 -1.477 0.972 -1.097
C -4.282 -0.347 0.347 0.664
C -5.140 0.438 1.103 -0.518
C -5.842 1.476 0.515 -0.516
C -5.684 1.744 -0.834 -0.425
C -4.826 0.967 -1.594 -0.545
C -4.130 -0.073 -1.007 -0.188
C 0.823 -0.866 0.018 0.211
H 3.632 -1.179 2.057 0.279
H 2.716 0.105 2.847 0.268
H 4.363 -0.252 3.368 0.408
H 5.235 0.495 1.154 0.305
H 4.354 1.792 1.973 0.391
H 2.324 1.200 0.605 0.180
H 4.801 1.753 -1.074 0.326
H 3.973 2.977 -0.101 0.403
H 3.224 3.100 -2.460 0.408
H 2.736 1.405 -2.413 0.280
H 1.881 2.597 -1.432 0.291
H 2.732 -2.880 -1.758 0.512
H 0.317 -3.640 -1.443 0.231
H -1.628 -0.512 1.010 0.209
H -3.809 -2.435 0.538 0.379
H -3.676 -1.506 2.053 0.388
H -5.265 0.233 2.157 0.319
H -6.511 2.079 1.112 0.370
H -6.229 2.556 -1.292 0.372
H -4.702 1.171 -2.648 0.382
H -3.466 -0.686 -1.600 0.357
H 0.553 -0.009 0.603 0.366
```

Computed properties:
HOMO ... -0.326 hartree
Relative energy (zero: lowest compared OMol25 entry of this formula, charge and spin) ... 0.923 eV
Calculated total energy ... -26099.42760 eV
SMILES string ... CCC(CC)C(=O)c1c[nH]c(C(=O)NCc2ccccc2)c1
Orbital gap ... 0.3484 Ha

---

Record 4
ORCA calculation (ωB97M-V with the def2-TZVPD basis set) on the molecule C18H22N2O3.

```
45
Properties=species:S:1:pos:R:3:mulliken_charge:R:1
C 2.886 3.878 0.158 -0.717
O 2.117 2.739 0.504 -0.271
C 2.556 1.563 0.000 0.368
O 3.534 1.478 -0.705 -0.637
C 1.706 0.455 0.408 0.560
C 0.576 0.517 1.190 -0.886
N 0.033 -0.717 1.336 0.374
C -1.215 -0.962 2.012 -0.885
C -2.302 0.000 1.496 0.850
O -2.710 0.887 2.222 -0.682
N -2.736 -0.171 0.233 0.086
C -2.369 -1.265 -0.644 0.047
C -2.266 -0.837 -2.108 -0.896
C -1.286 0.312 -2.335 -0.623
C -1.592 1.563 -1.501 0.046
C -3.085 1.795 -1.267 -0.823
C -3.709 0.772 -0.288 -1.035
C 0.810 -1.627 0.657 0.003
C 0.682 -3.004 0.516 -0.517
C 1.627 -3.659 -0.246 -0.743
C 2.679 -2.970 -0.853 -0.679
C 2.819 -1.607 -0.712 -0.390
C 1.877 -0.922 0.051 0.391
H 3.909 3.772 0.524 0.298
H 2.398 4.728 0.627 0.235
H 2.915 4.002 -0.927 0.305
H 0.130 1.373 1.659 0.565
H -1.510 -2.004 1.884 0.384
H -1.108 -0.756 3.084 0.328
H -1.407 -1.676 -0.350 -0.140
H -3.125 -2.059 -0.561 0.153
H -1.930 -1.706 -2.679 0.498
H -3.248 -0.561 -2.490 0.337
H -1.319 0.569 -3.396 0.375
H -0.270 -0.023 -2.112 0.196
H -1.179 2.433 -2.015 0.492
H -1.088 1.501 -0.536 -0.295
H -3.211 2.797 -0.855 0.408
H -3.610 1.766 -2.223 0.368
H -4.512 0.207 -0.768 0.387
H -4.126 1.293 0.576 0.450
H -0.120 -3.553 0.988 0.364
H 1.554 -4.729 -0.373 0.407
H 3.396 -3.524 -1.441 0.404
H 3.629 -1.065 -1.172 0.539
```

Computed properties:
HOMO ... -0.306 hartree
Relative energy (zero: lowest compared OMol25 entry of this formula, charge and spin) ... 0.618 eV
Calculated total energy ... -28146.86704 eV
SMILES string ... COC(=O)c1cn(CC(=O)N2CCCCCC2)c2ccccc12
Orbital gap ... 0.3320 Ha

---

Record 5
ORCA calculation (ωB97M-V with the def2-TZVPD basis set) on the molecule C18H22N2O4S in a non-equilibrium geometry.

```
47
Properties=species:S:1:pos:R:3:mulliken_charge:R:1
C 3.232 3.790 3.362 -0.806
O 2.599 2.851 4.198 -0.460
C 1.432 2.291 3.780 0.776
C 0.801 2.568 2.571 -0.220
C -0.386 1.933 2.252 -0.859
C -0.966 1.017 3.118 0.766
C -2.211 0.277 2.699 -1.455
N -1.865 -0.794 1.777 -0.081
C -1.852 -0.601 0.444 0.299
O -2.330 0.372 -0.100 -0.699
C -1.207 -1.738 -0.357 -0.208
C 0.273 -1.952 0.026 -1.344
C 1.102 -0.676 0.082 0.294
S 1.182 0.266 -1.477 -0.084
C 2.151 -0.878 -2.499 -0.860
N -1.357 -1.404 -1.748 -0.005
C -1.050 -2.244 -2.754 -0.207
O -0.630 -3.380 -2.583 -0.692
C -1.243 -1.669 -4.094 0.773
C -0.996 -2.220 -5.326 -0.583
C -1.340 -1.232 -6.273 -0.415
C -1.767 -0.157 -5.551 -0.466
O -1.714 -0.409 -4.239 -0.252
C -0.330 0.741 4.323 -0.584
C 0.850 1.372 4.655 -0.585
H 2.598 4.666 3.190 0.324
H 4.132 4.097 3.894 0.239
H 3.513 3.349 2.401 0.330
H 1.221 3.271 1.869 0.419
H -0.868 2.151 1.310 0.410
H -2.890 0.942 2.162 0.328
H -2.723 -0.155 3.562 0.510
H -1.366 -1.580 2.164 0.316
H -1.742 -2.678 -0.158 0.440
H 0.330 -2.436 1.005 0.608
H 0.693 -2.649 -0.702 0.559
H 2.129 -0.913 0.366 0.631
H 0.693 0.029 0.806 -0.708
H 3.087 -1.106 -1.997 0.306
H 1.585 -1.784 -2.693 0.215
H 2.347 -0.365 -3.434 0.367
H -1.680 -0.460 -1.930 0.413
H -0.620 -3.204 -5.510 0.542
H -1.277 -1.309 -7.339 0.450
H -2.122 0.810 -5.851 0.469
H -0.765 0.030 5.011 0.361
H 1.348 1.169 5.590 0.428
```

Computed properties:
HOMO ... -0.298 hartree
Relative energy (zero: lowest compared OMol25 entry of this formula, charge and spin) ... 0.876 eV
Calculated total energy ... -41028.83279 eV
SMILES string ... COc1ccc(CNC(=O)[C@H](CCSC)NC(=O)c2ccco2)cc1
Orbital gap ... 0.3213 Ha

---

The highest calculated total energy belongs to which entry? C18H22N2O2

---

Copy entry 4 word for word.
ORCA calculation (ωB97M-V with the def2-TZVPD basis set) on the molecule C18H22N2O3.

```
45
Properties=species:S:1:pos:R:3:mulliken_charge:R:1
C 2.886 3.878 0.158 -0.717
O 2.117 2.739 0.504 -0.271
C 2.556 1.563 0.000 0.368
O 3.534 1.478 -0.705 -0.637
C 1.706 0.455 0.408 0.560
C 0.576 0.517 1.190 -0.886
N 0.033 -0.717 1.336 0.374
C -1.215 -0.962 2.012 -0.885
C -2.302 0.000 1.496 0.850
O -2.710 0.887 2.222 -0.682
N -2.736 -0.171 0.233 0.086
C -2.369 -1.265 -0.644 0.047
C -2.266 -0.837 -2.108 -0.896
C -1.286 0.312 -2.335 -0.623
C -1.592 1.563 -1.501 0.046
C -3.085 1.795 -1.267 -0.823
C -3.709 0.772 -0.288 -1.035
C 0.810 -1.627 0.657 0.003
C 0.682 -3.004 0.516 -0.517
C 1.627 -3.659 -0.246 -0.743
C 2.679 -2.970 -0.853 -0.679
C 2.819 -1.607 -0.712 -0.390
C 1.877 -0.922 0.051 0.391
H 3.909 3.772 0.524 0.298
H 2.398 4.728 0.627 0.235
H 2.915 4.002 -0.927 0.305
H 0.130 1.373 1.659 0.565
H -1.510 -2.004 1.884 0.384
H -1.108 -0.756 3.084 0.328
H -1.407 -1.676 -0.350 -0.140
H -3.125 -2.059 -0.561 0.153
H -1.930 -1.706 -2.679 0.498
H -3.248 -0.561 -2.490 0.337
H -1.319 0.569 -3.396 0.375
H -0.270 -0.023 -2.112 0.196
H -1.179 2.433 -2.015 0.492
H -1.088 1.501 -0.536 -0.295
H -3.211 2.797 -0.855 0.408
H -3.610 1.766 -2.223 0.368
H -4.512 0.207 -0.768 0.387
H -4.126 1.293 0.576 0.450
H -0.120 -3.553 0.988 0.364
H 1.554 -4.729 -0.373 0.407
H 3.396 -3.524 -1.441 0.404
H 3.629 -1.065 -1.172 0.539
```

Computed properties:
HOMO ... -0.306 hartree
Relative energy (zero: lowest compared OMol25 entry of this formula, charge and spin) ... 0.618 eV
Calculated total energy ... -28146.86704 eV
SMILES string ... COC(=O)c1cn(CC(=O)N2CCCCCC2)c2ccccc12
Orbital gap ... 0.3320 Ha